[1]
# C16H23BN6O2ReS2

C16H23BN6O2ReS2 as an isolated structure (wB97M-V/def2-TZVPD, OMol25).

Output
**Spin multiplicity**: 2
**Total charge**: +2
**HOMO (spin up / spin down)**: -14.75 / -14.87 eV
**Lowest unoccupied orbital energy (spin up / spin down)**: -8.24 / -7.87 eV
**HOMO-LUMO gap (spin up / spin down)**: 6.51 / 7.00 eV

Each line ends with the natural charge from an NBO analysis.
Positions of all 51 atoms, in Å:
Re -0.0167 0.3713 0.7615  0.882
C 3.9914 0.6198 0.0821  -0.691
C 3.1759 1.1068 1.2475  0.110
C 2.0609 1.9506 1.0258  -0.407
C 1.4118 2.5576 2.1142  -0.150
C 1.7780 2.2442 3.4174  -0.215
C 2.8122 1.3539 3.6272  -0.112
C 3.5108 0.7926 2.5502  -0.273
H 3.3887 0.5061 -0.8218  0.215
H 4.5031 -0.3200 0.2993  0.231
H 4.7723 1.3472 -0.1504  0.274
H 1.9064 2.3420 0.0269  0.256
H 0.6629 3.3201 1.9381  0.235
H 1.2682 2.6997 4.2545  0.252
H 3.1035 1.0977 4.6380  0.252
H 4.3575 0.1450 2.7484  0.239
N 1.4209 -1.3004 0.8256  -0.611
N 1.3117 -1.8980 2.1090  -0.497
C 0.7617 -1.1069 3.1218  0.869
O 0.8776 -1.3586 4.2762  -0.521
O 0.0607 -0.0709 2.6210  -0.660
H 1.2027 -2.0031 0.1222  0.403
H 2.3719 -0.9636 0.6716  0.419
H 2.0811 -2.4913 2.3901  0.420
C -3.6206 3.5882 -1.2589  -0.416
N -2.9218 2.4303 -1.8312  -0.294
C -3.2232 1.8121 -3.0252  -0.023
C -2.3187 0.8190 -3.1963  -0.039
N -1.4678 0.8279 -2.1091  -0.496
B -0.2476 -0.1022 -1.9299  0.349
N -0.6665 -1.5689 -1.8058  -0.530
C -0.5538 -2.5727 -2.7539  -0.044
C -1.2232 -3.6500 -2.2895  -0.040
N -1.7383 -3.3052 -1.0523  -0.300
C -2.5477 -4.1784 -0.1947  -0.415
C -1.3898 -2.0457 -0.7861  0.257
S -1.7895 -1.0878 0.6106  0.130
C -1.8611 1.8138 -1.3025  0.269
S -1.0341 2.3078 0.1580  0.187
H -4.5576 3.7181 -1.7906  0.248
H -3.0121 4.4827 -1.3714  0.240
H -3.8310 3.4060 -0.2082  0.238
H -4.0464 2.1330 -3.6397  0.263
H -2.2082 0.1159 -4.0038  0.255
H 0.5473 0.0285 -2.8111  0.034
H 0.5413 0.3249 -0.9694  -0.044
H -0.0056 -2.4331 -3.6696  0.262
H -1.3745 -4.6271 -2.7147  0.264
H -2.1656 -5.1923 -0.2673  0.243
H -3.5860 -4.1508 -0.5172  0.241
H -2.4729 -3.8357 0.8335  0.242

Cartesian forces, eV/Å:
Re 0.1487 0.3155 0.1111
C 0.0601 0.0154 0.0008
C -0.0955 -0.0708 0.0289
C 0.0256 0.0923 0.0417
C 0.0067 -0.0278 -0.0531
C -0.0239 0.0208 0.0002
C 0.0426 -0.0638 0.0111
C -0.0057 0.0124 0.0532
H -0.0018 0.0033 -0.0266
H 0.0054 0.0013 0.0027
H -0.0191 -0.0053 -0.0196
H 0.0162 0.0337 -0.0458
H -0.0118 -0.0081 -0.0037
H -0.0029 -0.0023 -0.0069
H 0.0002 0.0068 -0.0181
H -0.0075 0.0009 -0.0090
N 0.0445 -0.0072 0.0479
N -0.0150 -0.0356 -0.1182
C 0.0609 0.0093 0.2173
O -0.0312 0.0161 -0.0636
O 0.0492 -0.0748 -0.0624
H 0.0081 -0.0131 0.0062
H -0.0063 -0.0247 -0.0249
H 0.0049 0.0065 0.0085
C 0.0274 -0.0486 -0.0076
N 0.0005 0.0001 -0.0035
C 0.0198 -0.0229 0.0399
C -0.0154 -0.0185 -0.0684
N -0.0773 0.0410 -0.0205
B 0.0501 -0.0497 -0.0944
N 0.0245 -0.0336 -0.0239
C 0.0821 0.0762 -0.0770
C -0.0487 -0.0122 0.0502
N -0.0672 -0.0874 0.0929
C 0.0204 0.0346 -0.0352
C -0.0525 0.0107 0.0461
S -0.1299 -0.1575 -0.1179
C -0.0681 0.1569 0.0343
S 0.0119 -0.0476 -0.0445
H 0.0003 -0.0107 -0.0130
H 0.0119 -0.0016 -0.0065
H 0.0031 -0.0078 0.0061
H 0.0089 -0.0052 0.0032
H 0.0009 0.0163 0.0101
H 0.0178 0.0055 0.0127
H -0.0824 -0.0531 0.1269
H -0.0017 0.0055 0.0131
H -0.0007 0.0060 0.0035
H 0.0080 -0.0057 -0.0059
H -0.0038 0.0007 -0.0023
H 0.0078 0.0078 0.0038

=====

[2]
# C16H23BN6Ti

C16H23BN6Ti as an isolated structure in a non-equilibrium geometry (wB97M-V/def2-TZVPD, OMol25).

Output
**Spin multiplicity**: 3
**Total charge**: 0
**HOMO (spin up / spin down)**: -6.66 / -7.88 eV
**Lowest unoccupied orbital energy (spin up / spin down)**: 0.72 / -0.06 eV
**HOMO-LUMO gap (spin up / spin down)**: 7.39 / 7.82 eV

Each line ends with the natural charge from an NBO analysis.
Positions of all 47 atoms, in Å:
H -1.8889 -2.4693 0.0477  0.235
N -1.8628 -0.4060 -0.4381  -0.378
B -2.4693 1.9761 -1.1409  0.547
N -2.8452 0.4984 -0.7932  -0.303
C -4.0358 -0.1240 -0.8126  0.011
Ti 0.1774 0.2302 -0.2878  1.455
H -4.9066 0.4368 -1.1130  0.223
C -3.8414 -1.4583 -0.4582  -0.356
H -4.5985 -2.2201 -0.4230  0.231
C -2.4620 -1.6053 -0.2402  0.011
H -3.4435 2.6202 -1.4123  -0.029
C 2.1591 0.6433 -0.5266  -1.177
H 2.8799 -0.1029 -0.1767  0.216
H 2.2440 1.5855 0.0532  0.213
H 2.2900 0.8729 -1.5945  0.216
N -1.4770 1.8867 -2.3518  -0.315
N -1.7314 2.5824 0.0866  -0.301
N -0.3204 1.1437 -2.2252  -0.347
N -0.6175 1.9387 0.6036  -0.388
C -1.6047 2.3156 -3.6258  0.006
C -1.9970 3.6787 0.8250  0.019
H -2.4941 2.8511 -3.9280  0.224
H -2.8300 4.3162 0.5763  0.226
C -0.4921 1.8636 -4.3480  -0.351
C -1.0345 3.7798 1.8334  -0.350
C 0.2870 1.1338 -3.4332  -0.003
C -0.1801 2.6802 1.6554  0.005
H -0.3173 2.0307 -5.3886  0.231
H -0.9572 4.5759 2.5444  0.233
H 1.2172 0.6223 -3.5713  0.226
H 0.6765 2.3881 2.2363  0.227
H 0.5555 -2.6278 -0.9077  0.220
C 2.8982 -3.4995 1.0504  -0.596
C 2.2854 -2.3389 1.8254  -0.140
C 1.4618 -2.9000 2.9771  -0.591
C 3.3842 -1.4374 2.3550  -0.597
C 1.3339 -1.5949 0.8862  0.022
C 0.6705 -1.7859 -0.2084  -0.664
H 3.5854 -4.0895 1.6811  0.207
H 3.4595 -3.1103 0.2037  0.211
H 2.1139 -4.1642 0.6850  0.208
H 2.0796 -3.4600 3.7029  0.207
H 0.9707 -2.0714 3.5090  0.211
H 0.6914 -3.5853 2.6007  0.210
H 3.9748 -1.0455 1.5330  0.214
H 2.9434 -0.5978 2.9001  0.210
H 4.0680 -1.9565 3.0336  0.208

Cartesian forces, eV/Å:
H 0.0647 0.0562 -0.0022
N -1.7135 -0.4606 -0.1967
B 0.4433 -0.5131 -0.0827
N 0.4527 -0.9725 0.4543
C 0.7141 -0.2013 0.0559
Ti 0.7957 -0.7358 0.2608
H -0.1040 -0.1646 0.1077
C 0.0202 0.1375 -0.2069
H -0.0281 -0.0572 0.0906
C -0.6242 1.8046 -0.4037
H 0.0553 -0.0347 -0.0258
C 1.1273 1.0033 -0.3041
H -0.0576 0.5348 -0.3037
H 0.3479 -0.1240 -0.2844
H 0.4090 0.0787 0.2459
N 0.7793 -0.4402 -0.2310
N 0.8962 -0.1558 0.8810
N -0.2986 0.7159 -0.7399
N -0.8414 1.8746 0.8086
C 0.7470 -0.7017 0.3386
C 0.7540 -0.6125 -0.0070
H 0.2205 0.0463 -0.0073
H 0.0158 -0.0240 0.0354
C -0.5223 0.0457 0.6196
C -0.1075 -0.2394 -0.6232
C -1.6327 0.7662 0.7195
C -1.5336 0.0100 -1.0673
H 0.1544 0.0239 -0.2664
H 0.0422 0.0693 0.2328
H 0.1867 -0.1190 -0.0035
H 0.0982 -0.1293 -0.0822
H -0.0745 0.1509 0.3324
C 0.2218 -0.2236 -0.0591
C -0.2808 0.0720 -0.0776
C -0.3844 0.0267 0.5254
C 0.0194 0.4082 0.1996
C -1.0244 -1.0589 -1.1752
C 0.6714 -1.2147 1.0759
H -0.2401 0.2523 -0.1133
H 0.0655 -0.1018 -0.1511
H 0.0599 -0.0027 -0.0655
H -0.0811 0.2758 -0.3484
H 0.0359 -0.3123 -0.0439
H 0.0979 0.1997 0.0932
H 0.1208 0.1641 -0.0827
H 0.1055 0.0189 -0.0576
H -0.1740 -0.1356 -0.0650

=====

For reference, relative energy (zero: lowest compared OMol25 entry of this formula, charge and spin) by record: 53.5; 0.0 kJ/mol.